# 1
Molecular formula: C27H44BrNOP2SSn
Method: DFT, the ωB97M-V functional and the def2-TZVPD basis

CARTESIAN COORDINATES (ANGSTROEM)
C  -0.746  7.117  -3.660
C  -0.922  5.745  -3.940
C  -1.233  5.369  -5.261
C  -1.366  6.367  -6.233
N  -1.197  7.650  -5.944
C  -0.901  8.035  -4.709
C  -0.807  4.718  -2.942
C  -0.746  3.813  -2.117
C  -0.729  2.909  -1.030
C  0.334  2.936  -0.095
C  0.298  2.065  1.025
C  -0.738  1.133  1.121
C  -1.857  1.173  0.253
C  -1.807  2.008  -0.874
Sn  -0.653  -1.153  1.222
P  1.975  -1.396  1.532
H  -1.369  4.316  -5.508
H  -0.497  7.455  -2.655
H  -1.614  6.084  -7.253
H  -0.779  9.100  -4.519
H  -2.587  1.972  -1.658
H  1.162  3.636  -0.278
H  -2.671  0.449  0.273
H  1.145  2.155  1.706
C  2.311  -3.025  2.317
C  3.234  -3.996  1.577
H  1.316  -3.470  2.494
H  2.709  -2.795  3.322
H  3.362  -4.887  2.199
H  2.820  -4.330  0.623
H  4.228  -3.576  1.399
C  1.873  -1.693  -0.284
C  2.789  -0.806  -1.120
H  0.834  -1.468  -0.629
H  2.012  -2.769  -0.497
H  2.538  -0.941  -2.182
H  2.667  0.262  -0.881
H  3.834  -1.100  -0.968
C  3.326  -0.249  1.987
C  4.754  -0.812  1.928
H  3.096  0.088  3.015
H  3.238  0.650  1.350
H  5.464  0.003  2.134
H  4.917  -1.587  2.690
H  5.006  -1.222  0.940
Br  -1.156  -1.730  3.770
P  -2.562  -3.465  -1.250
C  -0.727  -3.701  -1.259
C  -0.319  -5.142  -1.585
H  -0.332  -3.389  -0.275
H  -0.321  -3.017  -2.022
H  0.739  -5.188  -1.863
H  -0.456  -5.807  -0.724
H  -0.899  -5.547  -2.423
C  -3.168  -3.222  0.483
C  -4.554  -3.830  0.735
H  -3.172  -2.135  0.695
H  -2.419  -3.693  1.147
H  -4.695  -3.985  1.805
H  -5.359  -3.170  0.403
H  -4.680  -4.795  0.239
C  -2.826  -1.818  -2.065
C  -3.123  -1.947  -3.570
H  -1.941  -1.182  -1.884
H  -3.693  -1.371  -1.548
H  -3.553  -1.007  -3.935
H  -2.213  -2.138  -4.154
H  -3.846  -2.749  -3.771
C  0.886  3.115  4.794
S  1.317  1.389  4.709
C  0.605  0.703  6.194
O  0.507  0.820  3.589
H  1.625  3.541  5.483
H  -0.138  3.239  5.182
H  0.980  3.569  3.795
H  -0.484  0.876  6.227
H  0.826  -0.377  6.198
H  1.133  1.223  7.007

Computed properties:
**Highest occupied orbital energy (alpha / beta)**: -0.687 / -0.686 hartree
**Orbital gap (alpha / beta)**: 3.68 / 3.70 eV
**Net charge**: +4
**Maximum force**: 4.36 eV Å⁻¹
**ΔE to the lowest compared entry with this formula, charge and spin**: 280.1 kJ/mol
**LUMO level (alpha / beta)**: -15.0013 / -14.9651 eV

These are the Mulliken partial charges, in e, on atoms 1 to 2: atom 1 (C): -0.392, atom 2 (C): 0.910


# 2
Molecular formula: C27H44INO10
Method: DFT, the ωB97M-V functional and the def2-TZVPD basis

CARTESIAN COORDINATES (ANGSTROEM)
C  -6.675  -4.883  7.990
O  -5.781  -5.021  6.909
C  -5.359  -3.749  6.440
C  -4.514  -3.885  5.200
C  -4.311  -2.503  4.564
C  -3.422  -2.609  3.317
C  -1.920  -2.541  3.692
C  -1.234  -1.331  3.053
C  0.293  -1.311  3.262
C  0.796  0.104  3.604
C  2.140  0.421  2.945
C  2.803  1.728  3.373
C  2.132  3.049  2.940
C  1.581  3.764  4.184
C  0.329  3.415  4.689
C  -0.092  4.072  5.842
C  0.759  5.019  6.403
N  1.941  5.380  5.914
C  2.347  4.750  4.801
O  3.101  3.949  2.337
C  2.350  4.889  1.717
O  2.710  5.920  1.313
O  1.039  4.444  1.615
C  1.145  3.038  1.777
I  2.111  2.375  -0.095
H  -6.347  -4.097  8.675
H  -7.691  -4.667  7.648
H  -6.708  -5.823  8.534
H  -6.246  -3.138  6.234
H  -4.785  -3.263  7.237
H  -3.516  -4.239  5.462
H  -4.958  -4.574  4.484
H  -3.822  -1.886  5.320
H  -5.270  -2.037  4.336
H  -3.663  -1.836  2.592
H  -3.585  -3.591  2.877
H  -1.402  -3.452  3.393
H  -1.822  -2.437  4.773
H  -1.703  -0.440  3.477
H  -1.481  -1.321  1.991
H  0.566  -2.026  4.033
H  0.728  -1.561  2.296
H  0.855  0.248  4.683
H  0.047  0.793  3.213
H  2.825  -0.376  3.243
H  2.026  0.328  1.868
H  2.949  1.744  4.449
H  3.796  1.737  2.923
H  -0.281  2.658  4.222
H  -1.042  3.837  6.296
H  0.440  5.510  7.316
H  3.315  5.023  4.412
H  0.219  2.497  1.882
C  4.262  3.280  -4.576
C  3.692  2.915  -5.928
O  4.052  1.577  -6.311
C  3.342  0.608  -5.736
O  2.436  0.754  -4.958
O  3.826  -0.562  -6.156
C  3.200  -1.702  -5.562
H  5.340  3.114  -4.557
H  4.062  4.326  -4.346
H  3.824  2.667  -3.789
H  4.108  3.560  -6.699
H  2.608  3.034  -5.948
H  2.118  -1.656  -5.673
H  3.465  -1.770  -4.508
H  3.581  -2.573  -6.087
C  -1.056  -3.324  -10.449
C  -1.532  -1.899  -10.630
O  -1.176  -1.075  -9.511
C  0.090  -0.658  -9.490
O  0.928  -0.893  -10.322
O  0.268  0.066  -8.387
C  1.609  0.530  -8.197
H  -1.414  -3.728  -9.501
H  -1.421  -3.953  -11.261
H  0.032  -3.374  -10.439
H  -2.619  -1.870  -10.677
H  -1.149  -1.464  -11.552
H  1.968  1.060  -9.077
H  2.262  -0.305  -7.970
H  1.582  1.218  -7.360

Computed properties:
**Highest occupied orbital energy**: -0.361 hartree
**Orbital gap**: 9.85 eV
**Maximum force**: 1.62 eV Å⁻¹
**LUMO level**: 0.0386 eV

These are the Mulliken partial charges, in e, on atoms 1 to 2: atom 1 (C): -0.726, atom 2 (O): -0.336


# 3
Molecular formula: C27H44MnN7OSSe
Method: DFT, the ωB97M-V functional and the def2-TZVPD basis

CARTESIAN COORDINATES (ANGSTROEM)
Mn  -0.499  1.071  0.057
O  -2.478  2.846  -0.155
N  -3.386  2.617  -1.095
C  -4.446  3.495  -1.264
C  -5.375  3.284  -2.233
C  -5.306  2.169  -3.036
C  -4.189  1.337  -2.914
C  -3.192  1.581  -1.967
S  -2.060  0.295  -1.782
H  -4.484  4.329  -0.532
H  -6.211  3.966  -2.293
H  -5.959  1.986  -3.895
H  -4.038  0.447  -3.538
C  -1.939  -2.175  1.041
N  -1.350  -1.733  2.344
C  -0.646  -2.739  3.132
C  -1.443  -0.439  2.651
N  -1.577  0.517  1.675
N  -1.208  -0.142  3.944
C  -0.576  1.157  4.281
C  -1.892  -0.654  5.195
H  -2.603  -1.441  0.653
H  -2.475  -3.114  1.217
H  -1.108  -2.414  0.316
H  -0.153  -3.385  2.451
H  -1.261  -3.453  3.703
H  0.083  -2.225  3.830
H  -2.011  1.362  2.082
H  -1.264  1.742  4.945
H  -0.293  1.783  3.477
H  0.389  0.939  4.898
H  -2.429  -1.586  5.017
H  -2.636  0.092  5.617
H  -1.140  -0.885  5.941
C  1.006  6.159  1.154
C  -0.395  5.787  0.706
N  -0.390  4.494  0.056
C  0.684  3.938  -0.523
N  0.577  2.650  -0.999
C  1.617  2.359  -2.065
C  3.011  2.834  -1.612
C  2.923  4.358  -1.397
N  1.881  4.671  -0.511
C  1.903  5.985  -0.049
H  1.445  5.635  1.971
H  1.044  7.251  1.395
H  -0.831  6.473  -0.008
H  -0.945  5.780  1.683
H  -1.281  3.944  -0.211
H  1.203  2.924  -3.018
H  1.508  1.330  -2.314
H  3.758  2.644  -2.388
H  3.377  2.433  -0.614
H  2.738  4.928  -2.365
H  3.848  4.784  -0.998
H  1.639  6.755  -0.838
H  2.939  6.069  0.374
C  0.899  -0.386  -0.556
H  0.772  -0.498  -1.632
H  0.863  -1.347  0.022
H  1.800  0.207  -0.293
C  2.258  -5.567  1.595
C  2.040  -5.446  0.111
C  1.754  -6.532  -0.770
C  1.643  -6.528  -2.141
C  1.313  -7.757  -2.878
C  1.992  -5.276  -2.739
Se  1.947  -5.077  -4.612
C  2.201  -4.099  -1.954
C  2.582  -2.854  -2.678
C  2.156  -4.232  -0.582
H  1.474  -6.177  2.069
H  2.135  -4.626  2.041
H  3.122  -6.139  1.878
H  1.408  -7.503  -0.356
H  1.481  -8.665  -2.280
H  1.753  -7.838  -3.845
H  0.255  -7.770  -3.013
H  1.674  -2.357  -3.137
H  3.344  -2.940  -3.533
H  2.938  -2.122  -1.899
H  2.092  -3.287  -0.011

Computed properties:
**Highest occupied orbital energy (alpha / beta)**: -0.156 / -0.158 hartree
**Orbital gap (alpha / beta)**: 2.37 / 3.70 eV
**2S+1**: 5
**Maximum force**: 3.52 eV Å⁻¹
**ΔE to the lowest compared entry with this formula, charge and spin**: 475.1 kJ/mol
**LUMO level (alpha / beta)**: -1.8737 / -0.6002 eV
**⟨S²⟩**: 6.452

These are the Mulliken partial charges, in e, on atoms 1 to 2: atom 1 (Mn): 0.288, atom 2 (O): -0.814